1.
A 17-piece molecular cluster, C38H106F6N2O19S2 overall, computed with ωB97M-V with the def2-TZVPD basis set.

Structure (ORCA input):
```
! RIJCOSX wB97M-V def2-TZVPD def2/J DEFGRID3
* xyz 0 1
N 3.3194 -0.5272 -3.4642
H 4.2704 -0.4067 -3.1462
H 2.7020 -0.7085 -2.6857
H 3.3169 -1.4125 -3.9504
H 2.9509 0.2351 -4.0148
C -0.8742 -1.5120 -2.1001
F -0.2119 -2.3189 -2.9489
F -0.6029 -0.2664 -2.3299
F -2.2113 -1.6807 -2.2554
S -0.3971 -1.9216 -0.3676
O -1.5851 -1.6841 0.4825
O 0.0433 -3.3342 -0.4196
N 1.0485 -0.9108 -0.1367
S 0.5646 0.0719 0.9521
O -0.5285 0.9414 0.5068
O 0.3270 -0.5930 2.2693
C 2.1127 1.2724 0.9784
F 3.1473 0.5864 1.4389
F 2.4085 1.7172 -0.2249
F 1.8240 2.2963 1.8165
O 1.2139 -6.9957 -6.4724
H 1.1195 -6.0463 -6.3951
H 1.7806 -7.2408 -5.7410
O 4.2682 -3.3956 0.6396
H 3.6786 -2.7048 0.3373
H 3.7076 -4.1659 0.7325
O 3.7006 -3.8485 -5.9927
H 3.5888 -3.7982 -6.9420
H 4.4653 -4.4111 -5.8706
C 0.3720 -9.7549 0.1924
C 1.3923 -9.3349 1.2804
C 2.3481 -10.4768 1.5321
O 1.9911 -8.2133 0.6888
H 0.0566 -10.7950 0.2748
H 0.7852 -9.5570 -0.7966
H -0.5628 -9.2008 0.2769
H 0.9099 -9.0543 2.2167
H 1.9128 -11.4385 1.8038
H 2.9551 -10.1826 2.3883
H 2.9716 -10.5570 0.6417
H 1.2576 -7.6538 0.4234
C -2.1604 -4.9711 5.5115
C -1.3449 -4.4716 6.6834
C 0.1180 -4.9582 6.6840
O -1.1518 -3.0562 6.5936
H -3.1829 -4.6033 5.5974
H -2.1025 -6.0587 5.4695
H -1.7565 -4.4894 4.6211
H -1.7207 -4.7537 7.6669
H 0.5423 -4.8729 5.6836
H 0.1818 -6.0368 6.8277
H 0.7821 -4.5188 7.4284
H -0.9133 -2.8016 5.6992
C -7.8386 -4.3400 -0.9322
C -8.9560 -3.5319 -1.6477
C -8.5380 -2.9615 -3.0323
O -10.0988 -4.3079 -1.7529
H -8.2867 -4.9192 -0.1249
H -7.0167 -3.6611 -0.7050
H -7.3703 -5.0011 -1.6615
H -9.1985 -2.7528 -0.9251
H -8.2471 -3.7210 -3.7581
H -7.6994 -2.2838 -2.8726
H -9.3968 -2.3924 -3.3881
H -10.7893 -3.8363 -2.2246
C -5.6378 2.8224 -1.6519
C -6.4276 3.3275 -2.8621
C -5.8798 2.7825 -4.2141
O -7.7365 2.9328 -2.8458
H -4.5912 3.0928 -1.7922
H -5.6248 1.7396 -1.5268
H -5.9774 3.2617 -0.7140
H -6.4215 4.4140 -2.9489
H -6.2861 1.8343 -4.5659
H -4.8030 2.6225 -4.1578
H -6.0191 3.4823 -5.0381
H -8.1186 3.2254 -3.6765
C 2.2673 1.3029 -7.9226
C 1.6890 2.6427 -7.4533
C 0.1524 2.6112 -7.3482
O 2.3375 2.8833 -6.2029
H 1.9912 0.5050 -7.2333
H 3.3517 1.2666 -7.8184
H 2.0912 1.0858 -8.9762
H 2.0537 3.4987 -8.0211
H -0.2256 1.7734 -6.7623
H -0.3663 2.4977 -8.3001
H -0.2070 3.4966 -6.8237
H 2.5839 3.8109 -6.2240
C 5.8219 9.6449 -0.1881
C 6.0955 9.2038 1.3045
C 5.6509 7.7919 1.6754
O 7.4883 9.3167 1.4191
H 4.7842 9.4487 -0.4579
H 6.4528 9.0985 -0.8891
H 6.0741 10.6821 -0.4088
H 5.6168 9.9440 1.9456
H 5.9805 7.4848 2.6680
H 5.9991 7.0191 0.9902
H 4.5635 7.7163 1.6669
H 7.5711 9.1677 2.3638
C -1.2752 5.2639 5.1865
C -1.6326 3.8677 5.8342
C -0.5340 3.2309 6.6036
O -2.7606 3.9506 6.6463
H -2.0582 5.6157 4.5147
H -0.3224 5.1433 4.6709
H -1.1057 6.0295 5.9435
H -1.9047 3.2436 4.9830
H 0.3337 2.9322 6.0154
H -0.9451 2.2998 6.9938
H -0.2599 3.8728 7.4408
H -3.4903 4.1367 6.0508
C 12.4066 0.8477 3.8005
C 11.0781 0.1692 3.5095
C 9.9703 1.0792 3.0191
O 11.3510 -0.8352 2.5467
H 12.2871 1.6415 4.5378
H 12.7749 1.3279 2.8938
H 13.1201 0.0723 4.0794
H 10.7616 -0.3671 4.4041
H 9.7150 1.8151 3.7817
H 9.1419 0.4916 2.6234
H 10.3295 1.5615 2.1100
H 10.5209 -1.2121 2.2457
C -3.2192 -2.4980 -8.7782
C -2.4536 -3.3799 -9.6810
C -3.1634 -3.9540 -10.8222
O -1.4071 -2.5856 -10.2840
H -3.6038 -1.6111 -9.2817
H -2.5204 -2.1537 -8.0158
H -3.9588 -3.1059 -8.2572
H -2.0265 -4.2064 -9.1130
H -4.0797 -4.4663 -10.5289
H -2.6919 -4.7938 -11.3327
H -3.4349 -3.1456 -11.5012
H -1.7381 -1.9310 -10.9031
C -8.7808 -2.3047 4.9098
C -8.1708 -0.8539 4.8291
C -7.1240 -0.6775 3.6938
O -9.1980 0.1216 4.6689
H -9.4946 -2.3224 5.7334
H -8.0638 -3.1212 4.9962
H -9.4187 -2.5805 4.0701
H -7.6488 -0.6806 5.7701
H -7.5997 -0.6601 2.7132
H -6.3721 -1.4566 3.5681
H -6.5852 0.2595 3.8343
H -9.4843 0.2412 3.7604
C -0.2915 6.3761 -1.8138
C -0.6282 7.2168 -3.0556
C -2.0889 7.1455 -3.4169
O -0.2867 8.5573 -2.8820
H -0.7742 6.6846 -0.8865
H 0.7854 6.3694 -1.6456
H -0.5836 5.3514 -2.0439
H 0.0532 6.8057 -3.8004
H -2.2447 7.4892 -4.4394
H -2.6936 7.7931 -2.7820
H -2.4260 6.1122 -3.3347
H -0.8958 8.9826 -2.2739
C 4.6708 -0.3967 7.4542
C 5.6097 0.6243 7.9717
C 4.9545 1.9737 7.4719
O 5.6246 0.6594 9.3847
H 4.8218 -1.3743 7.9120
H 4.7146 -0.4129 6.3652
H 3.6527 -0.2120 7.7972
H 6.6241 0.4471 7.6144
H 5.5939 2.8265 7.7001
H 4.0778 2.0793 8.1109
H 4.7058 1.9697 6.4106
H 6.0740 1.4717 9.6292
*
```

Orbital gap = 7.45 eV
Calculated total energy = -120975.244 eV
Strongest force on any atom = 4.8 eV/A
E_LUMO = -1.758 eV
Relative energy (zero: lowest compared OMol25 entry of this formula, charge and spin) = 127.2 kcal/mol
Highest occupied orbital energy = -9.21 eV


2.
A 11-piece molecular cluster, C38H110N10O2 overall, computed with ωB97M-V with the def2-TZVPD basis set.

Structure (ORCA input):
```
! RIJCOSX wB97M-V def2-TZVPD def2/J DEFGRID3
* xyz 3 2
N 4.5816 1.5933 -1.4392
H 3.6837 1.2423 -1.1381
H 4.8946 1.0256 -2.2137
H 5.1844 1.6065 -0.6289
H 4.4551 2.5666 -1.6778
N 3.3184 2.5005 2.2476
H 4.3120 2.3809 2.3833
H 3.0429 1.6807 1.7259
H 3.2368 3.3536 1.7130
H 2.7568 2.5194 3.0869
N 1.0918 -2.2551 -3.8841
H 0.6608 -3.1367 -4.1231
H 0.6483 -1.5273 -4.4262
H 2.1001 -2.2387 -3.9400
H 0.8459 -2.0526 -2.9257
N 3.3004 -2.1092 -0.3120
H 3.3180 -1.1533 0.0136
H 3.8832 -2.2254 -1.1286
H 2.3405 -2.1398 -0.6248
H 3.5563 -2.7229 0.4483
O 2.5597 0.6549 0.1766
C 1.1710 0.6935 -0.1691
C 0.2341 -0.6059 -0.3974
O 0.5904 -1.7442 -1.1429
H 1.1505 1.1438 -1.1615
H 0.6559 1.4023 0.4793
H -0.7035 -0.2074 -0.7851
H -0.0062 -0.8564 0.6358
C -2.8040 1.8064 -2.0680
C -2.3366 2.6830 -0.8647
N -1.5757 3.9200 -1.2160
C -0.2800 3.7521 -1.9026
C 0.1874 4.9470 -2.7491
C -1.4837 4.8524 -0.1569
C -0.4090 4.5111 0.8401
H -3.3735 0.9592 -1.6859
H -1.9093 1.4432 -2.5737
H -3.4078 2.3484 -2.7958
H -3.2000 2.9543 -0.2573
H -1.6965 2.0903 -0.2113
H 0.4654 3.4240 -1.1781
H -0.3322 2.9086 -2.5910
H 0.9473 4.5783 -3.4381
H -0.5718 5.2861 -3.4538
H 0.5468 5.8442 -2.2451
H -2.4340 4.9042 0.3745
H -1.2743 5.8492 -0.5448
H -0.3396 3.4682 1.1497
H -0.5841 5.0952 1.7436
H 0.5880 4.8303 0.5367
C 2.1122 0.0014 3.9685
C 1.4648 1.0086 4.8893
N 2.1698 2.3386 4.8714
C 3.1018 2.4526 5.9807
C 4.2030 1.3994 6.0706
C 1.2034 3.4864 4.8551
C 1.7818 4.9173 4.6845
H 1.8767 0.2445 2.9324
H 1.7505 -1.0156 4.1200
H 3.1972 0.0105 4.0729
H 0.4061 1.0697 4.6377
H 1.4590 0.6238 5.9091
H 2.5575 2.4477 6.9250
H 3.4973 3.4653 5.9034
H 4.8685 1.6061 6.9087
H 4.8361 1.4208 5.1836
H 3.7235 0.4319 6.2196
H 0.4860 3.3449 4.0467
H 0.6623 3.3726 5.7945
H 0.9268 5.5907 4.6238
H 2.3889 5.2626 5.5212
H 2.3683 5.0598 3.7768
C -5.9663 -5.3046 -3.0916
C -5.4627 -4.1512 -2.2807
N -5.5779 -2.8914 -3.0410
C -6.9588 -2.4694 -3.0902
C -7.1830 -1.5599 -4.3527
C -4.8054 -1.8388 -2.3664
C -3.3218 -2.0294 -2.5405
H -5.3821 -5.4166 -4.0050
H -7.0127 -5.2742 -3.3955
H -5.8672 -6.2445 -2.5486
H -6.0208 -4.0287 -1.3525
H -4.4333 -4.4510 -2.0841
H -7.6686 -3.2954 -3.0443
H -7.2753 -1.9215 -2.2026
H -6.4763 -0.7309 -4.3147
H -7.0270 -1.9657 -5.3523
H -8.1811 -1.1226 -4.3298
H -5.0479 -1.8612 -1.3039
H -5.0643 -0.8535 -2.7539
H -2.7158 -1.2571 -2.0667
H -3.1363 -2.0495 -3.6144
H -2.9285 -3.0061 -2.2584
C 0.7532 1.4185 -7.2738
C 0.9068 0.0503 -6.5804
N 0.1960 -0.1061 -5.2491
C -1.2708 -0.2067 -5.3443
C -1.8287 -1.4482 -6.1329
C 0.6122 0.9810 -4.3037
C 2.1444 1.0562 -4.0248
H 1.0678 2.2982 -6.7124
H -0.3175 1.5810 -7.3973
H 1.2035 1.4389 -8.2663
H 0.5528 -0.7456 -7.2357
H 1.9620 -0.1945 -6.4589
H -1.7041 -0.2133 -4.3441
H -1.6359 0.7058 -5.8155
H -1.6606 -1.2094 -7.1831
H -1.3956 -2.3778 -5.7637
H -2.9132 -1.4465 -6.0235
H 0.2041 0.7165 -3.3282
H 0.2444 1.9852 -4.5146
H 2.5775 1.4416 -4.9478
H 2.5410 0.0516 -3.8781
H 2.3951 1.6542 -3.1487
C 5.3380 -4.8820 -0.2335
C 4.4355 -4.9431 1.0117
N 4.2672 -3.6598 1.7175
C 3.2165 -3.6778 2.7082
C 1.7910 -3.8792 2.1648
C 5.5277 -3.1135 2.2155
C 5.4145 -1.6070 2.6085
H 5.2301 -5.8184 -0.7811
H 6.3793 -4.7689 0.0683
H 5.1052 -3.9904 -0.8157
H 3.4730 -5.1923 0.5650
H 4.7321 -5.7150 1.7219
H 3.5515 -4.4115 3.4414
H 3.1435 -2.7379 3.2554
H 1.6913 -4.8444 1.6683
H 1.0873 -3.7502 2.9871
H 1.4745 -3.2114 1.3635
H 6.3251 -3.1798 1.4754
H 5.9623 -3.7462 2.9893
H 6.3917 -1.1598 2.7909
H 4.8542 -1.6017 3.5435
H 4.8800 -0.9354 1.9367
C -2.0887 2.5559 3.1434
C -3.2957 1.6055 3.2010
N -3.0422 0.3586 3.9110
C -2.0524 -0.4343 3.1738
C -1.5721 -1.7129 3.9721
C -4.2939 -0.3584 4.1682
C -5.2303 0.2481 5.1849
H -2.3840 3.4421 2.5817
H -1.2501 2.1930 2.5491
H -1.6924 2.8871 4.1033
H -4.1451 2.1312 3.6372
H -3.5729 1.3711 2.1733
H -1.1961 0.2056 2.9607
H -2.4517 -0.6795 2.1897
H -0.7011 -2.2214 3.5587
H -2.2626 -2.5537 4.0386
H -1.3505 -1.4870 5.0152
H -4.8705 -0.5251 3.2584
H -4.0981 -1.3930 4.4499
H -5.7537 1.1102 4.7717
H -5.9682 -0.5371 5.3498
H -4.7485 0.5269 6.1221
*
```

Orbital gap (spin up / spin down) = 5.46 / 2.82 eV
Calculated total energy = -60157.498 eV
Strongest force on any atom = 2.9 eV/A
E_LUMO (spin up / spin down) = -7.751 / -10.394 eV
Highest occupied orbital energy (spin up / spin down) = -13.21 / -13.21 eV
⟨S²⟩ = 0.75